# 1
Entry from OMol25: a molecular structure, C33H28EuF4N5O9PSb (wB97M-V/def2-TZVPD).

XYZ file:
```
82
C33H28EuF4N5O9PSb, DFT wB97M-V/def2-TZVPD
Eu 15.422 12.443 10.760
O 19.788 16.821 9.915
C 20.375 15.638 9.928
O 21.570 15.463 9.686
C 19.534 14.449 10.234
C 20.049 13.144 10.454
N 18.987 12.303 10.632
N 17.781 12.989 10.511
C 18.100 14.306 10.286
C 16.955 15.236 10.140
O 17.110 16.468 9.957
O 15.784 14.690 10.170
H 18.769 16.690 9.923
H 21.103 12.838 10.390
H 18.988 11.320 10.919
F 6.442 18.052 9.745
C 7.712 17.538 9.659
C 8.398 17.330 10.886
C 9.818 17.063 10.822
C 10.396 16.835 9.605
C 9.642 16.790 8.423
C 8.328 17.227 8.427
Sb 12.513 16.218 9.353
C 13.222 16.806 11.281
C 13.485 18.138 11.571
C 14.028 18.508 12.779
C 14.275 17.569 13.771
F 14.801 17.916 14.952
C 13.977 16.207 13.531
C 13.478 15.873 12.285
C 13.323 17.986 8.449
C 12.561 18.735 7.552
C 13.204 19.711 6.772
C 14.579 19.812 6.839
F 15.254 20.706 6.015
C 15.381 19.066 7.723
C 14.713 18.095 8.522
H 7.964 17.562 11.851
H 10.408 17.017 11.739
H 10.056 16.480 7.440
H 7.703 17.283 7.549
H 13.186 18.993 10.935
H 14.359 19.539 12.897
H 14.081 15.472 14.289
H 13.373 14.813 12.042
H 11.488 18.632 7.457
H 12.656 20.422 6.157
H 16.445 19.190 7.755
H 15.319 17.557 9.244
C 12.017 10.298 11.531
P 11.624 11.970 10.826
C 11.172 11.903 9.049
C 10.250 12.714 11.678
O 12.915 12.766 10.961
H 11.130 9.664 11.815
H 12.567 10.486 12.474
H 12.722 9.729 10.870
H 10.831 12.954 8.716
H 10.331 11.190 8.843
H 12.082 11.662 8.405
H 9.435 12.032 11.861
H 9.751 13.547 11.101
H 10.493 13.155 12.704
N 14.647 12.885 14.407
C 15.194 12.586 13.428
F 19.224 6.756 9.879
C 17.898 6.878 9.845
C 17.295 7.519 8.803
N 16.002 7.910 8.826
C 15.468 9.079 8.055
C 15.478 10.249 9.089
O 15.176 11.376 8.600
O 15.777 10.041 10.313
C 15.102 7.346 9.729
O 13.875 7.511 9.777
N 15.732 6.608 10.712
C 17.066 6.319 10.933
O 17.410 5.590 11.847
H 17.852 7.773 7.934
H 14.433 8.856 7.905
H 16.005 9.265 7.141
H 15.099 6.325 11.468
```

Its multiplicity is 8. The calculation puts the HOMO energy (spin up / spin down) at -0.1385 / -0.2286 hartree. For the HOMO-LUMO gap (spin up / spin down), the calculation gives 0.2106 / 0.3005 Eh. Its expectation value of S² is 15.759. Its net charge is -1. As for the LUMO energy (spin up / spin down): 1.9595 / 1.9564 eV.

# 2
Entry from OMol25: a molecular structure, C33H28I2N6O2SeY (wB97M-V/def2-TZVPD).

XYZ file:
```
73
C33H28I2N6O2SeY, DFT wB97M-V/def2-TZVPD
Y 1.820 -0.412 -0.966
C -1.131 -2.788 1.830
C -0.424 -3.009 2.997
C 0.811 -2.400 3.166
C 1.312 -1.595 2.155
N 0.642 -1.413 1.006
C -0.555 -1.986 0.861
C 2.600 -0.858 2.280
C 3.318 -0.809 3.466
C 4.496 -0.085 3.517
C 4.929 0.579 2.383
C 4.159 0.486 1.240
N 3.020 -0.211 1.182
H -2.109 -3.218 1.661
H -0.827 -3.642 3.779
H 1.368 -2.558 4.076
H -1.072 -1.772 -0.065
H 2.963 -1.320 4.349
H 5.067 -0.037 4.435
H 5.842 1.158 2.374
H 4.463 0.985 0.331
I 1.062 0.049 -4.370
C 0.297 -1.908 -4.622
I -0.317 -2.832 -2.821
H 1.103 -2.508 -5.019
H -0.557 -1.844 -5.283
C -5.720 -1.690 2.861
C -5.374 -1.381 1.428
C -6.185 -1.864 0.408
C -5.896 -1.601 -0.922
C -4.802 -0.818 -1.240
C -3.979 -0.327 -0.230
N -2.840 0.431 -0.616
C -2.520 1.686 -0.169
C -3.511 2.518 0.383
C -3.204 3.786 0.819
C -1.902 4.291 0.734
C -0.919 3.487 0.213
C -1.199 2.187 -0.238
C -0.092 1.355 -0.683
O -0.297 0.204 -1.217
O 1.128 1.698 -0.499
C -4.235 -0.622 1.115
C -3.318 -0.155 2.213
H -6.692 -2.178 2.927
H -5.753 -0.786 3.472
H -4.984 -2.357 3.320
H -7.058 -2.454 0.662
H -6.537 -1.982 -1.708
H -4.573 -0.561 -2.267
H -2.165 -0.010 -1.216
H -4.528 2.149 0.436
H -3.996 4.407 1.220
H -1.676 5.291 1.078
H 0.104 3.835 0.155
H -3.675 0.770 2.675
H -2.313 0.043 1.839
H -3.246 -0.904 3.002
Se 3.465 -2.691 -0.922
C 3.267 -2.836 -2.748
N 3.189 -2.849 -3.902
N 7.303 3.861 -4.707
C 6.526 3.225 -4.147
C 5.550 2.439 -3.439
C 5.585 1.052 -3.492
C 4.626 0.345 -2.791
N 3.668 0.941 -2.067
C 3.640 2.282 -2.028
C 4.559 3.068 -2.694
H 6.335 0.528 -4.067
H 4.619 -0.735 -2.812
H 2.843 2.724 -1.444
H 4.503 4.146 -2.638
```

The calculation puts the HOMO energy at -0.3729 hartree. For the HOMO-LUMO gap, the calculation gives 0.2449 Eh. Its net charge is +1. As for the LUMO energy: -3.4808 eV.

# 3
Entry from OMol25: a molecular structure, C33H28IrN9 (wB97M-V/def2-TZVPD).

XYZ file:
```
71
C33H28IrN9, DFT wB97M-V/def2-TZVPD
Ir -0.482 0.481 0.172
C -2.064 0.369 2.680
N -1.025 1.245 2.063
C 0.177 1.559 2.889
C 1.344 1.724 1.961
N 1.260 1.463 0.663
C 2.538 1.628 0.134
C 3.015 1.485 -1.168
C 4.356 1.736 -1.373
C 5.202 2.124 -0.319
C 4.735 2.276 0.971
C 3.383 2.019 1.171
N 2.585 2.077 2.312
C -2.821 -0.306 1.572
N -2.261 -0.525 0.390
C -3.192 -1.219 -0.382
C -3.124 -1.728 -1.680
C -4.243 -2.377 -2.155
C -5.402 -2.525 -1.371
C -5.472 -2.042 -0.082
C -4.338 -1.392 0.395
N -4.065 -0.793 1.623
H -2.732 0.931 3.337
H -1.556 -0.382 3.289
H -1.461 2.132 1.826
H 0.360 0.739 3.584
H 0.019 2.465 3.479
H 2.363 1.210 -1.985
H 4.768 1.648 -2.367
H 6.243 2.325 -0.528
H 5.388 2.582 1.777
H 2.890 2.354 3.233
H -2.230 -1.644 -2.280
H -4.230 -2.798 -3.150
H -6.257 -3.037 -1.789
H -6.359 -2.169 0.523
H -4.683 -0.778 2.421
C 3.373 -1.859 3.421
C 3.925 -1.827 2.146
C 3.117 -1.639 1.041
C 1.729 -1.468 1.206
C 1.189 -1.476 2.504
C 1.999 -1.688 3.597
N 0.884 -1.224 0.142
C 1.129 -1.711 -1.112
C 1.869 -2.878 -1.379
C 2.042 -3.291 -2.685
C 1.483 -2.571 -3.747
C 0.724 -1.438 -3.506
C 0.544 -1.032 -2.193
N -0.205 0.083 -1.801
N -0.788 0.758 -2.680
C -1.579 1.784 -2.176
C -2.290 2.550 -3.080
C -3.138 3.536 -2.594
C -3.231 3.718 -1.224
C -2.471 2.920 -0.381
N -1.655 1.969 -0.834
H 4.009 -2.021 4.279
H 4.992 -1.948 2.016
H 3.550 -1.561 0.053
H 0.113 -1.405 2.606
H 1.576 -1.748 4.591
H 2.250 -3.469 -0.558
H 2.608 -4.189 -2.890
H 1.629 -2.910 -4.763
H 0.281 -0.878 -4.317
H -2.172 2.356 -4.136
H -3.715 4.149 -3.272
H -3.876 4.475 -0.800
H -2.525 3.073 0.688
```

Its multiplicity is 2. The calculation puts the HOMO energy (spin up / spin down) at -0.5991 / -0.6089 hartree. For the HOMO-LUMO gap (spin up / spin down), the calculation gives 0.2336 / 0.2137 Eh. Its expectation value of S² is 0.806. Its net charge is +3. As for the LUMO energy (spin up / spin down): -9.9436 / -10.7541 eV.

The largest force on an atom results, record by record, are as follows: 0.0648; 0.0099; 0.0510 hartree/bohr.
The calculated total energy results, record by record, are as follows: -3916.92227; -4788.52673; -1870.66010 hartree.
The ΔE to the lowest compared entry with this formula, charge and spin results, record by record, are as follows: 0.7; 0.0; 6.2 kcal per mole.